No. 1
Molecular formula: C42H63N21
Method: DFT, ωB97M-V/def2-TZVPD

Last column: Löwdin charge in e.
CARTESIAN COORDINATES (ANGSTROEM)
C1 5.9951 -8.9466 29.8976  -0.069
C2 6.1338 -10.1247 30.7663  -0.251
N1 6.1260 -11.0400 31.4945  0.134
H1 5.0043 -8.5057 30.0073  0.045
H2 5.9820 -9.2333 28.8461  0.067
H3 6.6707 -8.1095 30.0738  0.078
C3 1.5674 -8.5314 27.0817  -0.056
C4 2.4701 -7.7531 27.9485  -0.250
N2 3.2005 -7.1972 28.6312  0.169
H4 0.5173 -8.2493 27.0057  0.069
H5 1.6292 -9.5862 27.3496  0.070
H6 2.0384 -8.3731 26.1116  0.059
C5 -2.9235 -9.8458 26.1734  -0.104
C6 -2.3101 -11.1421 26.5787  -0.276
N3 -1.7933 -12.1405 26.8196  0.124
H7 -2.1892 -9.0570 26.3364  0.036
H8 -3.8368 -9.5372 26.6819  0.072
H9 -3.0655 -9.8486 25.0927  0.064
C7 5.6941 -7.9728 22.1022  -0.067
C8 4.8025 -8.6327 23.0835  -0.278
N4 3.9609 -9.0778 23.8022  0.140
H10 5.7058 -8.5560 21.1814  0.087
H11 6.6893 -8.0589 22.5383  0.058
H12 5.4617 -6.9118 22.0100  0.079
C9 1.4457 -6.1211 33.3754  -0.089
C10 2.3489 -4.9687 33.5023  -0.268
N5 3.0171 -4.0058 33.5409  0.142
H13 1.9401 -7.0522 33.0982  0.078
H14 0.6472 -5.8832 32.6727  0.054
H15 1.0115 -6.3568 34.3470  0.086
C11 0.8613 -6.9082 22.0382  -0.086
C12 2.0104 -6.9734 21.0988  -0.248
N6 2.9063 -7.0154 20.3644  0.118
H16 0.1878 -6.1238 21.6931  0.047
H17 1.2142 -6.6331 23.0321  0.069
H18 0.3124 -7.8487 21.9896  0.037
C13 6.2772 -5.5037 32.3754  -0.088
C14 7.6088 -5.9895 32.8009  -0.282
N7 8.6470 -6.3973 33.1530  0.109
H19 6.4207 -5.1429 31.3570  0.027
H20 6.1282 -4.6706 33.0622  0.081
H21 5.4849 -6.2522 32.3897  0.071
C15 -1.7745 -5.5802 29.9860  -0.079
C16 -2.1877 -4.2125 29.6609  -0.263
N8 -2.5284 -3.1144 29.3472  0.117
H22 -2.2187 -5.8726 30.9375  0.074
H23 -0.6845 -5.5787 29.9948  0.053
H24 -2.0383 -6.2678 29.1824  0.077
C17 4.3707 -5.7705 25.4646  -0.062
C18 3.0934 -5.3125 25.9627  -0.287
N9 2.0622 -4.8704 26.2449  0.159
H25 5.0382 -6.0860 26.2665  0.067
H26 4.7882 -4.9303 24.9097  0.092
H27 4.1931 -6.6705 24.8760  0.046
C19 -5.8755 -6.8059 24.7082  -0.059
C20 -4.4639 -6.6118 24.9782  -0.247
N10 -3.3134 -6.5104 25.2011  0.166
H28 -6.1402 -7.1295 23.7016  0.091
H29 -6.2544 -5.7904 24.8238  0.087
H30 -6.4172 -7.3137 25.5063  0.089
C21 -1.4348 -3.9143 25.5615  -0.097
C22 -0.8430 -4.1075 24.2077  -0.248
N11 -0.3280 -4.2151 23.1645  0.129
H31 -2.5146 -3.8670 25.4204  0.059
H32 -1.0813 -2.9793 25.9960  0.080
H33 -1.1580 -4.6924 26.2729  0.055
C23 -2.4015 -7.6864 22.1464  -0.079
C24 -1.8497 -8.9326 21.5995  -0.319
N12 -1.5613 -9.9345 21.2027  0.149
H34 -2.6883 -6.8596 21.4966  0.091
H35 -1.7104 -7.2303 22.8552  0.044
H36 -3.2684 -8.0582 22.6927  0.060
C25 0.9889 -11.7095 24.0200  -0.067
C26 0.2613 -10.5012 24.3365  -0.233
N13 -0.3965 -9.5661 24.5704  0.165
H37 2.0534 -11.6027 23.8115  0.062
H38 0.5253 -12.0845 23.1075  0.093
H39 0.9666 -12.4415 24.8273  0.037
C27 2.0852 -4.7198 30.1759  -0.096
C28 3.5144 -4.5055 30.0097  -0.264
N14 4.6454 -4.3701 29.8435  0.166
H40 1.6646 -3.8248 30.6343  0.092
H41 1.8267 -5.5720 30.8043  0.047
H42 1.6631 -4.9565 29.1992  0.053
C29 7.3492 -4.0711 28.3320  -0.113
C30 8.1543 -3.4501 29.3738  -0.293
N15 8.7698 -2.9466 30.2026  0.137
H43 7.0666 -5.1125 28.4861  0.067
H44 7.8372 -3.8219 27.3897  0.067
H45 6.5354 -3.3747 28.1296  0.068
C31 1.3822 -14.7598 26.0760  -0.090
C32 1.4653 -16.2206 26.1007  -0.274
N16 1.5846 -17.3712 26.1081  0.123
H46 1.7986 -14.3265 26.9854  0.067
H47 0.3807 -14.3629 25.9103  0.068
H48 1.9990 -14.4879 25.2194  0.072
C33 4.6908 -12.6601 28.3062  -0.050
C34 3.9900 -12.2255 27.1470  -0.268
N17 3.3665 -11.8744 26.2133  0.176
H49 5.7170 -12.3182 28.1714  0.093
H50 4.5547 -13.7415 28.2922  0.100
H51 4.3382 -12.1291 29.1904  0.076
C35 -1.5612 -10.4550 30.8117  -0.062
C36 -1.2479 -9.2584 31.6399  -0.236
N18 -1.1214 -8.2602 32.2313  0.134
H52 -1.8167 -11.2538 31.5079  0.082
H53 -0.6739 -10.8496 30.3165  0.073
H54 -2.3443 -10.3613 30.0593  0.075
C37 8.4784 -6.7555 25.3647  -0.066
C38 7.5166 -7.8081 25.4539  -0.277
N19 6.7728 -8.6933 25.5483  0.165
H55 9.2690 -6.8168 26.1126  0.097
H56 8.0794 -5.7417 25.3338  0.078
H57 8.9540 -6.8424 24.3879  0.088
C39 6.1791 -11.9577 24.1419  -0.095
C40 5.8614 -13.3641 24.1312  -0.312
N20 5.7483 -14.4986 24.1933  0.129
H58 7.2441 -11.8166 24.3260  0.087
H59 5.5050 -11.4262 24.8136  0.028
H60 5.8445 -11.5990 23.1685  0.072
C41 2.9458 -11.4942 32.8156  -0.080
C42 1.9720 -11.1267 33.8845  -0.282
N21 1.2731 -10.8201 34.7107  0.125
H61 3.9512 -11.6361 33.2120  0.062
H62 3.0942 -10.7381 32.0446  0.060
H63 2.6958 -12.4910 32.4524  0.076

Results
charge	0
max |F|	5.00	eV Å⁻¹
energy above the lowest of the compared OMol25 structures with the same formula, charge and spin	62.39	kcal/mol
HOMO level	-11.20	eV
spin multiplicity	1

=====

No. 2
Molecular formula: C42H64BaCl6F8N2O28S4
Method: DFT, ωB97M-V/def2-TZVPD

Last column: Löwdin spin population.
CARTESIAN COORDINATES (ANGSTROEM)
Ba1 -1.5885 2.5544 1.8712  0.000
C1 1.0220 1.0085 -1.7967  0.000
F1 1.3139 2.3328 -1.8363  0.002
F2 1.1239 0.3624 -2.9558  0.000
F3 1.9552 0.3917 -1.0154  0.000
S1 -0.7611 0.6909 -1.1544  0.000
O1 -1.4172 1.9971 -1.2665  0.003
O2 -1.2817 -0.4201 -1.9602  0.000
N1 -0.7105 0.4523 0.5748  0.000
S2 -0.6168 -1.0603 0.6721  0.000
O3 -1.8321 -1.8582 0.4429  0.000
O4 0.4683 -1.5466 -0.1366  0.000
C2 -0.0808 -1.4980 2.4598  0.000
F4 1.1353 -2.0326 2.2399  0.000
F5 -0.0643 -0.3185 3.1083  0.000
F6 -0.9998 -2.4003 3.0146  0.000
N2 -2.8841 2.4067 4.1461  0.000
S3 -3.2493 1.1281 4.9429  0.000
O5 -3.5961 -0.0215 4.0949  0.000
O6 -3.6616 1.2064 6.3366  0.000
F7 -1.6967 0.8192 5.2134  0.000
S4 -4.5204 2.8948 4.2961  0.000
O7 -4.8496 3.7730 5.3929  0.000
O8 -5.6553 2.1952 3.7358  0.000
F8 -4.4374 4.0034 3.1553  0.000
Cl1 3.3698 -0.4476 3.7611  0.000
C3 4.3429 0.5160 2.6963  0.000
C4 3.5598 0.6494 1.3517  0.000
Cl2 4.4343 1.6440 0.2105  0.000
H1 5.3490 0.1079 2.6001  0.000
H2 4.4811 1.4953 3.1546  0.000
H3 2.5498 1.0136 1.5397  0.000
H4 3.3999 -0.2973 0.8357  0.000
Cl3 2.8422 -7.4157 4.3024  0.000
C5 2.4565 -6.2010 3.0023  0.000
C6 1.8842 -4.9963 3.7076  0.000
Cl4 0.3582 -5.5981 4.5174  0.000
H5 1.7588 -6.6569 2.2999  0.000
H6 3.2903 -5.8708 2.3826  0.000
H7 1.5712 -4.3217 2.9107  0.000
H8 2.5399 -4.4174 4.3580  0.000
Cl5 -3.3234 -5.1543 2.4588  0.000
C7 -1.7415 -5.4417 1.7570  0.000
C8 -1.8046 -5.5685 0.2516  0.000
Cl6 -2.8694 -6.8645 -0.3770  0.000
H9 -1.2904 -6.3192 2.2202  0.000
H10 -1.0619 -4.5896 1.7726  0.000
H11 -0.8606 -5.8435 -0.2188  0.000
H12 -1.9413 -4.6474 -0.3150  0.000
C9 4.3803 3.4594 -2.9422  0.000
O9 4.9326 3.4054 -4.2762  0.001
C10 4.1752 2.5354 -5.1741  0.000
C11 4.1929 1.0821 -4.6821  0.000
O10 5.4966 0.7060 -4.2846  0.000
C12 5.4599 -0.3996 -3.2549  0.000
H13 3.4728 4.0631 -2.9524  0.000
H14 5.1693 3.9135 -2.3427  0.000
H15 4.1769 2.4997 -2.4671  0.000
H16 4.7752 2.5438 -6.0841  0.000
H17 3.2194 2.9454 -5.5005  0.000
H18 4.0157 0.4018 -5.5151  0.000
H19 3.4289 0.8566 -3.9380  0.000
H20 6.4682 -0.7866 -3.1078  0.000
H21 4.8144 -1.2304 -3.5398  0.000
H22 5.2121 0.0730 -2.3044  0.000
C13 -0.1928 5.1429 -0.6272  0.000
O11 0.0590 4.4646 0.5798  0.000
C14 1.4190 4.3639 0.9639  0.000
C15 1.6805 3.9676 2.4540  0.000
O12 0.9203 2.8619 2.9352  0.000
C16 1.1992 2.5857 4.2909  0.000
H23 -1.1231 4.8812 -1.1313  0.000
H24 0.5023 4.8743 -1.4227  0.000
H25 -0.1930 6.2259 -0.5039  0.000
H26 1.8815 5.3431 0.8396  0.000
H27 2.0304 3.6873 0.3668  0.000
H28 1.6373 4.8605 3.0777  0.000
H29 2.6991 3.5831 2.5046  0.000
H30 0.5476 1.7827 4.6354  0.000
H31 0.9249 3.4461 4.9013  0.000
H32 2.2585 2.4109 4.4791  0.000
C17 -4.1712 0.7363 0.4629  0.000
O13 -4.0141 2.1203 0.7925  0.000
C18 -4.3338 3.0344 -0.2121  0.000
C19 -4.2601 4.4980 0.2183  0.000
O14 -2.9829 4.7042 0.8882  0.000
C20 -3.0071 6.0696 1.3364  0.000
H33 -3.5272 0.4737 -0.3764  0.000
H34 -5.1752 0.5503 0.0814  0.000
H35 -4.0029 0.0181 1.2654  0.000
H36 -5.3807 2.8200 -0.4269  0.000
H37 -3.7702 2.8115 -1.1181  0.000
H38 -5.1300 4.7675 0.8173  0.000
H39 -4.2238 5.0256 -0.7348  0.000
H40 -3.7210 6.7513 0.8739  0.000
H41 -2.0101 6.5070 1.2839  0.000
H42 -3.2914 6.1260 2.3871  0.000
C21 1.9019 -2.7484 -5.1044  0.000
O15 2.6004 -3.8847 -4.5991  0.000
C22 1.6586 -4.8733 -4.1852  0.000
C23 0.8121 -4.5146 -2.9471  0.000
O16 1.5453 -4.8146 -1.7243  0.000
C24 2.7019 -4.0485 -1.4320  0.000
H43 1.1639 -2.3558 -4.4048  0.000
H44 1.4237 -3.1099 -6.0148  0.000
H45 2.6233 -2.0094 -5.4530  0.000
H46 2.2992 -5.7551 -4.1705  0.000
H47 1.1149 -5.2244 -5.0622  0.000
H48 -0.0336 -5.2015 -2.9800  0.000
H49 0.4623 -3.4906 -2.8166  0.000
H50 2.3371 -3.1803 -0.8833  0.000
H51 3.2564 -3.6964 -2.3019  0.000
H52 3.3190 -4.5625 -0.6950  0.000
C25 -0.1205 -4.7160 7.9310  0.000
C26 -0.8111 -3.9223 7.0698  0.000
C27 -0.2970 -2.6614 6.3937  0.000
O17 -0.9918 -1.7910 5.8196  0.000
C28 1.1403 -2.5893 6.5868  0.000
C29 1.8248 -3.3398 7.4944  0.000
C30 1.2631 -4.4401 8.2634  0.000
O18 1.8502 -5.1931 9.0583  0.000
O19 3.1612 -3.0614 7.6311  0.000
O20 -2.1459 -4.1158 6.8969  0.000
H53 -0.5891 -5.4837 8.5289  0.000
H54 1.7120 -1.7999 6.1216  0.000
H55 3.4988 -3.5615 8.3778  0.000
H56 -2.4348 -3.5638 6.1665  0.000
C31 -1.6516 5.7247 -4.3869  0.144
C32 -0.4141 6.0283 -4.8019  0.064
C33 0.6082 4.9669 -5.0177  0.026
O21 1.7014 5.2631 -5.4108  0.036
C34 0.1514 3.6360 -4.6959  0.331
C35 -1.1252 3.3463 -4.3331  0.117
C36 -2.2022 4.4205 -4.1012  0.012
O22 -3.3904 4.2109 -3.8301  -0.029
O23 -1.5473 2.0503 -4.1278  0.201
O24 -0.0045 7.3255 -5.0637  0.073
H57 -2.2848 6.5767 -4.1882  0.004
H58 0.7497 2.7391 -4.7589  0.010
H59 -2.4478 1.9795 -3.8027  0.002
H60 0.8656 7.2561 -5.4633  0.000
C37 -3.9657 -3.1836 -3.0675  0.000
C38 -4.2440 -1.9480 -2.5674  0.000
C39 -3.7514 -0.6862 -3.2615  0.000
O25 -3.9135 0.4835 -2.9449  0.000
C40 -2.8959 -1.0191 -4.4437  0.001
C41 -2.5833 -2.2676 -4.8280  0.000
C42 -3.1475 -3.4902 -4.2017  0.000
O26 -3.0850 -4.6449 -4.6020  0.000
O27 -1.6753 -2.5548 -5.8661  0.000
O28 -5.0602 -1.7269 -1.4850  0.000
H61 -4.3892 -4.0140 -2.5222  0.000
H62 -2.4225 -0.1869 -4.9432  0.000
H63 -1.6496 -3.5011 -6.0256  0.000
H64 -5.5208 -2.4742 -1.0964  0.000

Results
charge	+1
max |F|	9.71	eV Å⁻¹
HOMO level (spin up / spin down)	-10.50 / -10.50	eV
spin multiplicity	2
⟨S²⟩	0.7658

=====

No. 3
Molecular formula: C42H64IN2O9
Method: DFT, ωB97M-V/def2-TZVPD

Last column: Löwdin spin population.
CARTESIAN COORDINATES (ANGSTROEM)
C1 6.3780 -2.6977 -2.5416  0.000
O1 6.0454 -1.3519 -2.8313  0.000
C2 4.9513 -0.9350 -2.0223  0.000
C3 4.6420 0.5139 -2.3906  0.000
C4 4.2704 0.6361 -3.8888  0.000
C5 2.7514 0.9771 -4.0061  0.000
C6 2.0786 0.3136 -5.2065  0.000
C7 0.5505 0.5134 -5.3288  0.000
C8 -0.2807 0.6056 -4.0258  0.000
C9 -0.9534 -0.6918 -3.5889  0.000
C10 -0.2451 -1.8479 -3.3627  0.000
O2 1.1266 -1.8672 -3.5191  0.000
C11 -0.8321 -3.0145 -2.9598  0.000
C12 -2.1913 -3.0767 -2.7313  0.000
C13 -2.7765 -4.4086 -2.2879  0.000
C14 -3.3669 -5.1736 -3.4812  0.000
C15 -2.5475 -5.0563 -4.7735  0.000
I1 -3.6580 -7.2703 -2.9725  0.000
C16 -2.9041 -1.9176 -2.9189  0.000
C17 -2.3131 -0.7420 -3.3596  0.000
C18 -3.2484 0.4261 -3.5574  0.000
O3 -3.2031 1.2129 -4.4794  0.000
C19 -4.3501 0.5343 -2.5310  0.000
C20 -4.7437 1.9233 -2.0425  0.000
O4 -3.7669 2.6103 -1.6384  0.000
O5 -5.9250 2.3111 -2.0696  0.000
C21 -4.9026 -0.6034 -2.1210  0.000
C22 -6.0220 -0.6294 -1.1194  0.000
C23 -5.5979 -1.2435 0.1976  0.000
O6 -4.5544 -1.8457 0.3392  0.000
C24 -4.3937 -1.9087 -2.6276  0.000
O7 -5.1099 -2.8849 -2.7553  0.000
H1 7.1005 -3.0336 -3.2870  0.000
H2 5.4893 -3.3411 -2.5896  0.000
H3 6.8204 -2.7267 -1.5355  0.000
H4 4.0397 -1.5268 -2.2122  0.000
H5 5.2455 -1.0651 -0.9713  0.000
H6 3.8361 0.8508 -1.7322  0.000
H7 5.5202 1.1217 -2.1447  0.000
H8 4.8226 1.4455 -4.3677  0.000
H9 4.4088 -0.3364 -4.3631  0.000
H10 2.2991 0.5415 -3.1089  0.000
H11 2.5785 2.0578 -3.9811  0.000
H12 2.3700 -0.7353 -5.2698  0.000
H13 2.5254 0.7709 -6.1055  0.000
H14 0.1632 -0.3442 -5.8943  0.000
H15 0.3335 1.3782 -5.9610  0.000
H16 0.2637 0.9707 -3.1503  0.000
H17 -1.0665 1.3352 -4.2073  0.000
H18 1.3748 -2.6406 -4.0321  0.000
H19 -0.2232 -3.9010 -2.8098  0.000
H20 -3.4831 -4.2757 -1.4681  0.000
H21 -1.9380 -4.9877 -1.8835  0.000
H22 -4.3611 -4.8064 -3.7215  0.000
H23 -2.9134 -5.7653 -5.5166  0.000
H24 -2.6833 -4.0540 -5.1936  0.000
H25 -1.4807 -5.1704 -4.5683  0.000
H26 -6.4460 0.3689 -0.9676  0.000
H27 -6.8409 -1.2464 -1.5212  0.000
H28 -6.3098 -1.1502 1.0483  0.000
C25 -3.4982 4.0226 1.3270  0.002
C26 -3.0870 5.4885 1.6282  0.026
C27 -1.5866 5.5657 1.9292  0.015
C28 -1.2074 5.0127 3.3006  0.001
C29 -2.0454 5.6666 4.3975  0.014
C30 -3.5496 5.5664 4.1300  0.027
N1 -3.9059 6.0312 2.7580  0.358
O8 -3.8412 7.3297 2.7396  0.548
C31 -3.9994 4.1084 4.3506  0.002
C32 -4.3068 6.3590 5.1954  -0.001
C33 -3.3515 6.2383 0.3238  -0.001
H29 -2.7462 3.2999 1.6503  0.000
H30 -4.4469 3.7602 1.7940  0.001
H31 -3.6529 3.8525 0.2609  0.000
H32 -1.2563 6.6098 1.8788  0.003
H33 -1.0315 5.0339 1.1541  0.001
H34 -1.3287 3.9264 3.3213  0.000
H35 -0.1478 5.2020 3.4917  0.001
H36 -1.8130 5.2017 5.3596  0.001
H37 -1.7533 6.7179 4.4860  0.003
H38 -5.0486 3.9800 4.0814  0.001
H39 -3.8952 3.8376 5.4031  0.000
H40 -3.4125 3.3826 3.7932  0.000
H41 -4.0043 7.4049 5.2317  -0.001
H42 -4.1149 5.9363 6.1824  0.000
H43 -5.3834 6.3191 5.0183  0.000
H44 -4.4117 6.2158 0.0675  0.000
H45 -2.8043 5.7618 -0.4889  0.000
H46 -3.0269 7.2792 0.3625  -0.001
C34 3.0249 -4.6234 3.0863  0.002
C35 4.0982 -3.6465 2.5328  0.026
C36 5.3616 -3.7032 3.3987  0.015
C37 5.2059 -3.0169 4.7533  0.001
C38 4.6924 -1.5891 4.5780  0.014
C39 3.4093 -1.5202 3.7453  0.027
N2 3.5378 -2.2652 2.4574  0.352
O9 4.2745 -1.5656 1.6501  0.554
C40 2.2388 -2.0711 4.5842  0.001
C41 3.0412 -0.0570 3.5017  -0.001
C42 4.4435 -4.1901 1.1457  -0.001
H47 3.2365 -4.9464 4.1067  0.000
H48 2.0282 -4.1861 3.0661  0.001
H49 2.9538 -5.5262 2.4801  0.000
H50 6.1904 -3.2245 2.8661  0.003
H51 5.6577 -4.7444 3.5476  0.001
H52 4.5341 -3.5900 5.3985  0.000
H53 6.1708 -2.9963 5.2655  0.001
H54 4.5153 -1.1428 5.5594  0.001
H55 5.4751 -0.9885 4.1045  0.003
H56 1.3245 -2.1211 3.9910  0.001
H57 2.0424 -1.4146 5.4324  0.000
H58 2.4285 -3.0564 5.0050  0.000
H59 3.8369 0.4970 3.0056  -0.001
H60 2.8486 0.4425 4.4513  0.000
H61 2.1382 0.0220 2.8940  0.000
H62 3.5730 -4.1642 0.4870  0.000
H63 4.7691 -5.2276 1.2286  0.000
H64 5.2532 -3.6397 0.6672  -0.001

Results
charge	-1
max |F|	2.68	eV Å⁻¹
HOMO level (spin up / spin down)	-5.35 / -5.35	eV
spin multiplicity	3
⟨S²⟩	2.0082